[1]
Entry from the Open Molecules 2025 dataset: a molecular structure, C26H18Cl2F5N4O7S2Se3Te2Ti at a distorted geometry (the ωB97M-V functional and the def2-TZVPD basis).

The geometry in ORCA input format:
```
! RIJCOSX wB97M-V def2-TZVPD def2/J DEFGRID3
* xyz -2 2
Te -0.818 -5.090 -0.503
Te -3.731 -1.896 0.284
Se 0.068 -2.872 0.167
Se 1.524 -1.774 -2.208
Se -1.501 -1.114 -0.649
Ti 0.160 0.706 -0.128
Cl 1.080 4.613 -0.253
Cl 1.433 5.399 2.531
S 2.381 -0.902 1.370
S -0.138 1.477 -3.411
F -1.140 -0.024 4.945
F 4.108 -0.917 3.882
F 0.680 -0.086 6.979
F 3.309 -0.539 6.402
F -0.351 -0.436 2.409
O 0.675 2.611 2.855
O -1.155 1.660 0.712
O -3.252 1.503 -0.067
O -1.955 3.300 -0.605
O 1.189 1.938 -3.719
O 1.413 1.847 0.882
O -0.472 0.125 -3.760
N 3.149 -1.714 -2.808
N -4.230 3.021 1.833
N 1.645 -0.120 -1.456
N -0.494 1.800 -1.783
C -4.768 4.377 1.972
C -2.300 2.336 0.432
C 2.796 -0.713 4.097
C 3.717 -0.553 -2.443
C -1.966 3.224 -2.977
C -3.239 4.468 -4.578
C 0.151 -0.263 4.673
C 5.051 -0.197 -2.760
C 5.492 1.054 -2.450
C 2.402 -0.514 5.406
C 1.903 -0.697 3.025
C -1.480 2.765 -1.739
C 4.626 1.984 -1.816
C -1.330 2.585 -4.046
C 0.573 -0.474 3.378
C -2.949 4.194 -3.260
C -2.583 3.814 -5.636
C 1.730 4.133 1.327
C 3.347 1.661 -1.475
C -1.610 2.858 -5.365
C -2.410 4.568 1.759
C -3.704 5.247 1.314
C 2.869 0.358 -1.760
C -2.763 3.079 1.714
C 1.071 -0.285 5.705
C 1.191 2.753 1.774
H -5.746 4.457 1.492
H -2.168 4.849 2.786
H 2.807 4.056 1.206
H -4.523 2.397 2.571
H -2.271 2.538 2.523
H -1.554 4.811 1.135
H -4.882 4.665 3.026
H 5.676 -0.923 -3.263
H 6.503 1.352 -2.701
H -4.098 1.771 0.338
H -1.092 2.340 -6.161
H -3.797 5.198 0.227
H -3.463 4.697 -2.452
H -3.772 6.291 1.622
H 4.990 2.983 -1.605
H -2.842 4.052 -6.659
H -3.996 5.208 -4.808
H 2.689 2.382 -1.017
*
```

Values from the calculation:
<S²>: 0.78
DFT total energy: -341593.76973 eV
Energy relative to the best compared isomer or geometry (same formula, charge and spin): 155.6 kJ/mol
HOMO (alpha / beta): -1.40 / -1.40 eV
Orbital gap (alpha / beta): 0.172 / 0.176 hartree


[2]
Entry from the Open Molecules 2025 dataset: a single C3H10N2S molecule at a distorted geometry (the ωB97M-V functional and the def2-TZVPD basis).

The geometry in ORCA input format:
```
! RIJCOSX wB97M-V def2-TZVPD def2/J DEFGRID3
* xyz 0 1
S -2.222 -1.110 1.634
N -0.638 -1.027 -1.156
N 2.394 0.476 -0.199
C -0.015 -0.269 -0.041
C -1.121 0.137 0.941
C 0.964 0.783 -0.481
H 0.586 -0.918 0.616
H -1.496 -1.422 -0.800
H 0.105 -1.647 -1.507
H -3.407 -0.719 1.123
H 0.580 1.841 -0.183
H 2.970 0.251 -0.941
H -0.484 0.733 1.578
H 0.887 0.914 -1.542
H -1.834 0.918 0.449
H 2.732 1.058 0.509
*
```

Values from the calculation:
DFT total energy: -17087.34872 eV
Energy relative to the best compared isomer or geometry (same formula, charge and spin): 121.1 kJ/mol
HOMO: -8.95 eV
Orbital gap: 0.362 hartree
SMILES: NC[C@H](N)CS


[3]
Entry from the Open Molecules 2025 dataset: 4 unconnected molecules or ions with the total composition C17H34FO9P at a distorted geometry (the ωB97M-V functional and the def2-TZVPD basis).

The geometry in ORCA input format:
```
! RIJCOSX wB97M-V def2-TZVPD def2/J DEFGRID3
* xyz 0 1
P -1.189 1.285 1.776
F -1.955 0.438 -0.669
O 2.192 -4.708 0.146
O -3.878 2.085 -4.274
O 0.377 -5.907 -0.457
O -6.042 1.866 -4.883
O 6.025 2.546 -1.471
O 1.605 -6.638 1.162
O 3.935 1.894 -0.914
O -5.496 1.425 -2.842
O 4.989 3.224 0.419
C 3.888 1.124 -2.118
C -5.674 2.277 -6.201
C 6.156 3.984 0.747
C 1.464 -5.658 0.271
C 2.742 -6.495 2.018
C 0.102 -4.923 -1.458
C 0.031 1.139 4.765
C -1.064 -0.006 0.335
C -2.641 0.385 2.470
C 1.340 -0.815 0.629
C -4.504 1.324 -1.810
C 5.078 2.554 -0.729
C -1.182 2.651 3.103
C 0.328 -0.051 -0.250
C -0.515 2.303 4.409
C -5.024 1.817 -4.021
C -2.704 -0.862 2.988
H -0.069 -3.949 -1.001
H -1.399 -1.007 0.615
H 5.941 4.469 1.694
H -3.575 0.945 2.377
H 2.082 -0.099 0.987
H 1.891 -1.550 0.045
H -5.254 3.281 -6.187
H 0.685 0.973 -0.401
H 3.662 -6.494 1.437
H 0.424 0.422 4.053
H 0.895 -1.280 1.509
H -4.042 2.293 -1.630
H -0.675 3.527 2.669
H -3.465 -1.549 2.621
H 4.663 0.360 -2.120
H 0.923 -4.859 -2.170
H 2.915 0.640 -2.135
H 7.020 3.332 0.854
H -2.068 -1.195 3.804
H 3.992 1.762 -2.994
H -1.465 2.272 0.790
H 2.670 -5.578 2.600
H 0.153 0.866 5.807
H -6.589 2.271 -6.785
H -2.193 2.986 3.361
H 0.257 -0.547 -1.220
H -0.492 3.104 5.148
H -5.030 0.999 -0.917
H 6.351 4.735 -0.016
H 2.728 -7.354 2.681
H -4.957 1.583 -6.634
H -3.746 0.594 -2.071
H 0.184 1.043 2.052
H -0.800 -5.253 -1.965
*
```

Values from the calculation:
DFT total energy: -48608.87716 eV
HOMO: -8.15 eV
Orbital gap: 0.309 hartree
SMILES: C=CC[PH2](C=C)[C@@H](F)CC.COC(=O)OC.COC(=O)OC.COC(=O)OC


[4]
Entry from the Open Molecules 2025 dataset: a molecular structure, C5H8O2 (the ωB97M-V functional and the def2-TZVPD basis).

The geometry in ORCA input format:
```
! RIJCOSX wB97M-V def2-TZVPD def2/J DEFGRID3
* xyz 0 1
O 2.401 0.159 0.093
O -1.982 -2.542 0.584
C 0.103 -0.118 0.163
C -0.555 -1.021 -0.863
C 1.192 0.890 -0.007
C -1.241 -1.616 0.397
C -0.539 -0.606 1.237
H 1.094 1.380 -0.988
H -1.239 -0.527 -1.561
H -1.519 2.043 -0.573
H -0.517 -0.368 2.295
H -1.554 1.609 0.032
H 3.131 0.735 -0.159
H 0.109 -1.691 -1.415
H 1.114 1.672 0.765
*
```

Values from the calculation:
DFT total energy: -9406.86533 eV
Energy relative to the best compared isomer or geometry (same formula, charge and spin): 286.3 kJ/mol
HOMO: -9.60 eV
Orbital gap: 0.364 hartree


[5]
Entry from the Open Molecules 2025 dataset: a molecular structure, C46H48N13PbSb2Se (the ωB97M-V functional and the def2-TZVPD basis).

The geometry in ORCA input format:
```
! RIJCOSX wB97M-V def2-TZVPD def2/J DEFGRID3
* xyz 1 1
Pb 0.100 -0.028 0.622
Sb -1.929 -2.255 2.489
Sb 0.074 -3.004 -1.238
Se -4.267 4.108 -5.492
N -1.459 1.559 2.108
N -4.601 2.583 -4.636
N 2.128 0.530 -4.790
N 1.648 1.370 1.798
N 3.681 0.159 -3.071
N -0.428 2.089 -1.073
N 1.915 -1.733 1.648
N 1.861 -0.117 -1.431
N 4.401 0.519 -5.196
N -2.287 0.101 -1.200
N 3.098 -1.159 1.940
N -0.960 2.813 2.081
N -2.765 4.420 -4.588
C 1.177 4.707 4.418
C -2.614 3.428 -3.752
C -1.210 -2.686 4.459
C -1.494 3.322 -2.814
C -3.536 1.258 -2.881
C 3.617 2.280 0.650
C 1.450 2.468 2.632
C 4.797 -0.187 0.559
C 4.820 2.110 -0.005
C -0.736 -2.642 -3.195
C -3.292 -4.790 -1.785
C -0.515 4.312 -2.728
C 0.239 3.160 2.788
C 0.494 3.036 -0.997
C -4.357 -0.802 -1.998
C -2.675 1.652 1.584
C -2.179 -4.318 1.839
C -4.663 -4.646 -1.669
C 1.882 -3.904 -1.941
C 0.119 4.238 3.665
C 5.433 0.860 -0.084
C -1.414 2.215 -1.970
C -4.510 0.260 -2.859
C 2.935 1.222 1.274
C -5.217 -4.408 -0.419
C 1.877 -2.847 2.366
C -4.384 -4.316 0.682
C 6.713 0.645 -0.845
C -2.995 -4.437 0.580
C 2.382 4.019 4.290
C 0.498 4.169 -1.807
C -2.435 -4.693 -0.684
C 1.017 5.861 5.372
C 3.387 0.398 -4.327
C 2.701 0.023 -2.217
C 3.041 -3.006 3.129
C -1.851 3.680 1.557
C -0.966 -4.887 -0.917
C -3.218 -0.840 -1.195
C 3.598 -0.010 1.242
C -2.978 2.970 1.218
C -2.443 1.149 -2.020
C -3.631 2.410 -3.779
C 2.501 2.937 3.445
C -3.952 -1.947 3.117
C 3.798 -1.901 2.822
H -3.884 3.347 0.778
H 5.230 -1.182 0.534
H 4.768 -1.582 3.160
H -4.615 -1.852 2.259
H -0.469 -5.385 -0.085
H -0.278 -3.312 -3.922
H -0.855 4.701 3.774
H 3.446 2.413 3.396
H -0.548 -1.605 -3.479
H 1.262 2.883 -0.247
H -1.608 -1.927 5.131
H -4.276 -2.781 3.739
H 4.260 0.752 -6.161
H 3.284 -3.802 3.810
H 5.336 0.467 -4.833
H -0.123 -2.648 4.492
H 6.570 -0.085 -1.643
H 2.493 -3.151 -2.438
H 3.175 3.269 0.694
H -6.289 -4.325 -0.297
H -1.616 4.727 1.463
H -2.678 -4.814 2.672
H 0.246 6.552 5.031
H 3.238 4.321 4.882
H 1.948 6.418 5.469
H 1.927 0.675 -5.762
H 7.507 0.270 -0.197
H -1.187 -4.754 1.734
H 2.450 -4.313 -1.106
H -1.556 -3.668 4.779
H -3.281 0.765 1.483
H 1.637 -4.700 -2.643
H -4.819 -4.172 1.664
H 1.017 -3.498 2.305
H -2.862 -5.019 -2.754
H 5.290 2.966 -0.477
H -1.813 -2.801 -3.183
H -3.059 -1.680 -0.525
H 7.061 1.575 -1.293
H -3.993 -1.028 3.700
H 0.734 5.518 6.369
H -0.801 -5.486 -1.813
H 1.275 4.912 -1.696
H -5.083 -1.600 -1.940
H -5.364 0.345 -3.518
H -0.581 5.173 -3.380
H -5.295 -4.748 -2.542
H 1.357 0.390 -4.159
*
```

Values from the calculation:
DFT total energy: -151517.61103 eV
Energy relative to the best compared isomer or geometry (same formula, charge and spin): 0.0 kJ/mol
HOMO: -8.90 eV
Orbital gap: 0.225 hartree


[6]
Entry from the Open Molecules 2025 dataset: 6 unconnected molecules or ions with the total composition C36H70ClNO18P at a distorted geometry (the ωB97M-V functional and the def2-TZVPD basis).

The geometry in ORCA input format:
```
! RIJCOSX wB97M-V def2-TZVPD def2/J DEFGRID3
* xyz 1 1
Cl -2.994 -2.280 4.057
P -0.220 -2.631 3.319
O -3.528 1.329 -5.832
O 0.363 11.574 -0.875
O 0.179 9.778 -2.061
O -3.582 -0.496 -6.990
O -2.400 1.257 -7.787
O -1.489 5.283 -4.357
O 0.586 6.016 -3.843
O -0.039 -6.553 -1.922
O 1.012 -1.167 8.111
O 6.863 -0.240 0.969
O -1.024 0.357 5.134
O 2.264 -1.118 6.261
O -1.377 -8.185 -1.457
O -0.873 5.263 -2.292
O 4.919 -1.344 1.283
O 1.518 11.435 -2.811
O 6.508 -2.338 0.206
O 0.416 -8.596 -2.769
N 0.267 -1.125 3.808
C -2.831 1.336 0.162
C -5.195 0.866 1.003
C 0.630 -1.209 -1.487
C -0.360 0.934 -0.505
C 6.176 -1.214 0.828
C -5.344 -0.654 0.850
C 0.762 10.975 -1.997
C -3.205 -1.237 -8.157
C -0.091 -3.793 4.674
C -3.081 2.679 -5.676
C -2.521 -4.115 0.627
C 0.953 -1.836 0.970
C -1.224 5.548 -5.739
C -0.486 5.567 -3.531
C 0.111 5.500 -1.283
C -0.267 -7.857 -2.116
C 1.105 -3.198 6.870
C 1.268 -3.662 5.412
C 4.417 -0.909 7.409
C 0.870 -3.030 1.968
C 0.993 -2.306 -0.481
C -3.776 1.284 1.374
C -1.923 -2.682 2.688
C 0.524 9.016 -3.226
C -0.665 -0.428 -1.167
C 1.457 -1.744 7.163
C 0.915 12.881 -0.680
C 4.432 -0.193 1.972
C 1.135 -6.061 -2.578
C -1.359 1.383 0.572
C -1.747 -9.566 -1.585
C 3.646 -1.554 6.273
C -0.405 -0.359 4.509
C -3.102 0.746 -6.954
C 7.839 -2.340 -0.337
C -2.222 -4.102 2.125
H 1.740 -4.643 5.409
H -3.356 0.631 2.148
H 0.622 13.545 -1.491
H -0.345 5.199 -0.344
H 2.013 -2.634 -0.698
H -3.031 -4.540 2.707
H 5.032 0.028 2.853
H -1.021 6.603 -5.913
H 1.182 -5.004 -2.331
H -3.450 3.297 -6.493
H -2.122 5.260 -6.275
H -3.577 -0.750 -9.056
H -3.555 -3.850 0.418
H 2.000 12.833 -0.620
H 0.477 -3.922 1.479
H 1.856 -3.230 2.394
H 1.593 8.815 -3.254
H -5.881 1.219 1.774
H 1.730 -3.806 7.528
H 3.692 -2.646 6.328
H 3.419 -0.440 2.282
H 1.445 -0.487 -1.579
H 2.026 -6.565 -2.210
H 8.572 -2.211 0.456
H 0.225 9.545 -4.129
H 1.853 -1.293 1.242
H -1.305 -1.020 -0.504
H -2.657 -9.682 -1.004
H 3.800 -0.846 8.306
H -0.249 -4.793 4.268
H -3.064 2.259 -0.374
H -3.812 2.286 1.813
H -1.995 2.721 -5.635
H -1.935 -9.815 -2.627
H -3.495 3.031 -4.736
H -0.020 8.089 -3.144
H 0.622 0.859 -0.025
H -1.359 -4.753 2.295
H 4.703 0.107 7.136
H 0.116 -1.155 1.136
H -5.479 1.368 0.076
H 0.384 6.552 -1.227
H 7.949 -1.549 -1.075
H 4.043 -1.255 5.304
H 5.318 -1.478 7.634
H -5.975 -0.925 0.005
H 0.528 -1.672 -2.471
H 1.928 -2.978 4.882
H 0.504 13.236 0.260
H -0.926 -3.571 5.341
H -2.075 -1.927 1.915
H -3.666 -2.214 -8.045
H -5.811 -1.083 1.740
H 0.999 4.896 -1.467
H -4.371 -1.137 0.741
H 4.409 0.677 1.318
H -1.847 -3.460 0.075
H -3.035 0.477 -0.482
H -1.194 0.754 1.460
H -1.102 2.402 0.874
H 7.961 -3.311 -0.806
H -0.964 -10.209 -1.189
H -0.383 4.953 -6.091
H -1.202 -0.264 -2.101
H -2.366 -5.121 0.234
H 0.310 -3.150 -0.607
H -2.123 -1.336 -8.215
H 1.067 -6.183 -3.657
H -0.240 1.699 -1.276
H 0.079 -3.320 7.216
*
```

Values from the calculation:
DFT total energy: -98618.89817 eV
HOMO: -11.85 eV
Orbital gap: 0.354 hartree


[7]
Entry from the Open Molecules 2025 dataset: a single C6H6ClF molecule at a distorted geometry (the ωB97M-V functional and the def2-TZVPD basis).

The geometry in ORCA input format:
```
! RIJCOSX wB97M-V def2-TZVPD def2/J DEFGRID3
* xyz 0 1
Cl -2.864 1.070 0.453
F -3.232 -1.158 -0.729
C 0.365 0.923 -0.854
C -0.669 0.647 -1.562
C -1.278 -1.281 0.531
C -0.051 -0.887 0.897
C -2.264 -0.419 -0.119
C 0.592 0.506 0.667
H 0.589 -1.659 1.388
H 1.724 0.444 0.790
H 1.155 1.498 -1.411
H -0.961 0.936 -2.574
H -1.584 -2.342 0.387
H 0.204 1.062 1.420
*
```

Values from the calculation:
DFT total energy: -21554.37357 eV
Energy relative to the best compared isomer or geometry (same formula, charge and spin): 365.4 kJ/mol
HOMO (alpha / beta): -8.07 / -8.08 eV
Orbital gap (alpha / beta): 0.300 / 0.300 hartree


[8]
Entry from the Open Molecules 2025 dataset: a molecular structure, C18H28BiClIN3OP2 at a distorted geometry (the ωB97M-V functional and the def2-TZVPD basis).

The geometry in ORCA input format:
```
! RIJCOSX wB97M-V def2-TZVPD def2/J DEFGRID3
* xyz 2 1
Bi 0.727 0.430 -1.488
I 2.264 1.599 -3.711
Cl 1.893 2.479 -0.559
P 2.984 -0.988 -0.714
P -1.505 1.917 -2.066
O 1.269 -0.518 -5.758
N -0.274 0.319 0.848
N -1.178 -0.329 2.780
N -4.276 -4.207 7.446
C -3.031 0.984 -1.698
C -0.962 1.054 2.859
C -1.760 -2.526 3.662
C -0.751 -0.725 1.552
C -3.085 -2.685 5.688
C -1.792 -1.131 3.771
C -2.390 -3.300 4.639
C 3.681 -0.145 0.743
C -3.755 -3.503 6.667
C 2.520 -2.644 -0.113
C -1.690 2.624 -3.727
C 1.934 0.477 -5.661
C -1.542 3.315 -0.909
C 4.350 -1.211 -1.890
C -3.115 -1.286 5.778
C -0.414 1.429 1.680
C 2.715 1.258 -6.699
C -2.436 -0.501 4.843
H 1.762 -2.558 0.685
H -1.213 1.600 3.745
H 3.773 1.313 -6.394
H 3.415 -3.164 0.269
H 2.082 -3.221 -0.942
H 4.645 -0.243 -2.320
H 4.644 -0.605 1.002
H -1.900 1.824 -4.453
H -0.097 2.408 1.366
H 2.299 2.274 -6.778
H -0.540 3.760 -0.851
H -3.677 -0.803 6.579
H -0.763 3.136 -4.022
H 3.815 0.919 0.515
H -0.863 -1.746 1.195
H -2.992 0.598 -0.666
H -2.344 -4.387 4.598
H -1.822 2.973 0.094
H 2.981 -0.233 1.584
H 4.032 -1.877 -2.706
H -1.224 -2.989 2.836
H -2.522 3.346 -3.723
H 5.210 -1.659 -1.368
H -3.109 0.123 -2.380
H -2.428 0.590 4.929
H -3.909 1.639 -1.824
H 2.635 0.743 -7.671
H -2.272 4.053 -1.264
*
```

Values from the calculation:
DFT total energy: -70665.17468 eV
Energy relative to the best compared isomer or geometry (same formula, charge and spin): 3.6 kJ/mol
HOMO: -13.89 eV
Orbital gap: 0.257 hartree